{"formula": "C21H45BBr3MnO10S5", "method": "ωB97M-V with the def2-TZVPD basis set", "species": ["Mn", "B", "H", "H", "H", "H", "C", "Br", "Br", "Br", "H", "C", "C", "C", "S", "O", "O", "C", "H", "H", "H", "H", "H", "H", "H", "H", "C", "C", "C", "S", "O", "O", "C", "H", "H", "H", "H", "H", "H", "H", "H", "C", "C", "C", "S", "O", "O", "C", "H", "H", "H", "H", "H", "H", "H", "H", "C", "C", "C", "S", "O", "O", "C", "H", "H", "H", "H", "H", "H", "H", "H", "C", "C", "C", "S", "O", "O", "C", "H", "H", "H", "H", "H", "H", "H", "H"], "xyz": [[0.710, 0.934, 1.043], [0.078, -1.003, 0.488], [-0.297, -0.711, 1.457], [-0.304, -0.338, -0.271], [1.149, -0.914, 0.401], [-0.139, -2.052, 0.357], [-1.588, -6.018, -0.101], [-3.368, -5.150, -0.064], [-1.706, -7.852, 0.469], [-0.275, -4.867, 1.048], [-1.203, -5.931, -1.117], [4.533, 2.671, -3.066], [3.978, 3.668, -2.023], [2.460, 3.577, -1.927], [2.098, 1.773, -2.219], [1.207, 1.630, -3.350], [1.812, 1.141, -0.994], [3.820, 1.357, -2.827], [5.619, 2.602, -3.123], [4.237, 3.116, -4.016], [4.213, 4.649, -2.437], [4.462, 3.629, -1.047], [1.978, 4.047, -2.785], [1.968, 3.985, -1.043], [3.773, 0.766, -3.741], [4.276, 0.769, -2.030], [-3.859, 3.489, -1.414], [-3.267, 2.777, -2.703], [-2.037, 1.953, -2.175], [-1.119, 3.068, -1.162], [-0.367, 4.040, -1.976], [-0.477, 2.377, -0.004], [-2.631, 4.037, -0.572], [-4.619, 2.886, -0.917], [-4.472, 4.244, -1.906], [-3.002, 3.596, -3.371], [-4.013, 2.212, -3.262], [-1.453, 1.642, -3.041], [-2.253, 1.146, -1.474], [-2.406, 5.103, -0.570], [-2.813, 3.765, 0.468], [-3.290, 1.765, 5.221], [-2.819, 0.303, 5.261], [-2.704, -0.322, 3.888], [-2.407, 1.147, 2.710], [-3.410, 1.179, 1.635], [-0.982, 1.203, 2.402], [-2.746, 2.473, 3.970], [-2.995, 2.283, 6.133], [-4.372, 1.766, 5.091], [-3.493, -0.327, 5.843], [-1.865, 0.248, 5.786], [-3.618, -0.882, 3.691], [-1.871, -1.011, 3.747], [-3.464, 3.117, 3.464], [-1.931, 3.171, 4.159], [3.088, -3.212, 2.923], [1.868, -3.588, 3.745], [0.983, -2.274, 3.813], [2.207, -0.826, 3.886], [2.504, -0.304, 5.243], [1.719, -0.017, 2.769], [3.610, -1.846, 3.186], [2.875, -3.336, 1.861], [3.903, -3.920, 3.072], [2.187, -3.785, 4.768], [1.449, -4.521, 3.369], [0.370, -2.006, 4.674], [0.483, -2.167, 2.850], [4.395, -1.826, 3.942], [3.944, -1.315, 2.294], [1.214, -2.211, -3.227], [1.005, -1.557, -4.572], [-0.183, -2.217, -5.321], [-1.300, -2.650, -3.866], [-1.413, -4.118, -3.768], [-2.420, -1.727, -3.737], [-0.153, -2.254, -2.542], [1.990, -1.780, -2.594], [1.529, -3.238, -3.412], [1.899, -1.696, -5.180], [0.797, -0.491, -4.476], [0.080, -3.133, -5.850], [-0.813, -1.762, -6.084], [-0.220, -2.881, -1.653], [-0.334, -1.269, -2.113]], "mulliken_spin": [4.7646, -0.1805, 0.0600, 0.0728, 0.0710, -0.0018, 0.0001, 0.0000, 0.0000, 0.0002, 0.0000, -0.0001, 0.0004, 0.0029, 0.0130, 0.0016, 0.0446, 0.0020, 0.0002, 0.0000, 0.0002, -0.0002, -0.0001, -0.0016, 0.0004, 0.0002, 0.0005, 0.0003, 0.0032, 0.0112, 0.0029, 0.0185, 0.0040, -0.0003, 0.0003, 0.0001, 0.0001, 0.0000, 0.0010, 0.0001, -0.0008, 0.0000, 0.0003, 0.0022, 0.0191, 0.0016, 0.0186, 0.0020, 0.0004, 0.0000, 0.0004, -0.0002, 0.0018, -0.0012, 0.0001, 0.0004, 0.0008, -0.0015, 0.0009, 0.0092, 0.0025, 0.0319, 0.0012, 0.0014, 0.0002, 0.0000, 0.0002, -0.0008, 0.0040, 0.0000, 0.0003, 0.0006, -0.0001, 0.0001, -0.0002, 0.0001, 0.0000, 0.0087, -0.0009, 0.0003, 0.0001, 0.0000, 0.0000, 0.0000, -0.0033, 0.0078], "homo_energy_ev": [-11.62, -11.63], "largest_force_ev_per_a": 5.3, "total_charge": 1, "s_squared": 8.75, "homo_lumo_gap_ha": [0.34353, 0.33496], "spin_multiplicity": 6}